Computed, not measured: a 8-piece molecular cluster, C25H70N4O8 overall, with ωB97M-V with the def2-TZVPD basis set.

As for the SMILES: COC[C@H](C)N.COC[C@H](C)N.COC[C@H](C)N.COC[C@H](C)N.CC(C)O.CC(C)O.CC(C)O.O. The max |F| comes out at 2.05 eV/Å. The calculation puts the relative energy (zero: lowest compared OMol25 entry of this formula, charge and spin) at 0.0 kcal/mol. The HOMO energy is -8.55 eV. Its LUMO energy is 0.4 eV.

The geometry in ORCA input format:
```
! RIJCOSX wB97M-V def2-TZVPD def2/J DEFGRID3
* xyz 0 1
C -2.71 -0.31 5.02
C -1.23 -0.46 4.69
C -0.58 -1.63 5.44
O -1.10 -0.65 3.27
H -3.10 0.48 4.37
H -3.00 0.00 6.03
H -3.22 -1.24 4.75
H -0.65 0.44 4.89
H -1.09 -2.59 5.31
H -0.61 -1.49 6.52
H 0.46 -1.72 5.14
H -1.13 -1.61 3.13
C 1.07 -3.33 1.77
C 2.56 -3.36 2.10
C 3.23 -2.09 1.64
O 2.72 -3.53 3.51
H 0.88 -3.14 0.71
H 0.55 -2.56 2.34
H 0.58 -4.26 2.07
H 2.98 -4.20 1.54
H 4.32 -2.20 1.67
H 2.87 -1.25 2.23
H 3.01 -1.92 0.58
H 2.78 -4.48 3.65
C -1.99 2.80 2.54
C -2.03 4.32 2.47
C -2.10 4.86 1.05
O -3.15 4.85 3.18
H -2.28 2.48 3.56
H -1.05 2.30 2.31
H -2.81 2.29 2.02
H -1.16 4.74 3.00
H -2.28 5.93 1.10
H -2.82 4.35 0.42
H -1.11 4.75 0.58
H -3.14 4.52 4.08
O 0.54 0.32 1.15
H -0.15 0.43 0.48
H 0.04 0.20 1.99
C 3.00 2.83 -0.45
C 3.78 1.52 -0.59
C 4.43 1.13 0.72
O 5.20 2.22 1.20
C 5.96 1.84 2.32
N 2.87 0.45 -1.04
H 3.62 3.70 -0.19
H 2.18 2.73 0.27
H 2.55 3.11 -1.41
H 4.57 1.56 -1.36
H 4.93 0.17 0.56
H 3.65 0.96 1.47
H 5.53 1.07 2.96
H 6.12 2.69 2.99
H 6.95 1.50 1.99
H 2.25 0.30 -0.24
H 2.26 0.83 -1.77
C -4.63 -0.35 -1.02
C -3.31 0.43 -0.94
C -3.43 1.92 -1.09
O -3.72 2.22 -2.44
C -4.07 3.57 -2.58
N -2.45 0.02 0.18
H -5.05 -0.45 -2.02
H -5.36 0.02 -0.29
H -4.46 -1.37 -0.67
H -2.76 0.14 -1.86
H -2.55 2.45 -0.71
H -4.27 2.28 -0.47
H -4.15 3.87 -3.63
H -3.39 4.25 -2.08
H -5.11 3.78 -2.28
H -2.60 -0.96 0.35
H -2.84 0.47 1.01
C 2.78 2.13 -5.52
C 2.82 0.88 -4.66
C 1.46 0.52 -4.10
O 1.03 1.56 -3.23
C -0.22 1.32 -2.62
N 3.36 -0.20 -5.52
H 2.39 2.98 -4.96
H 2.09 1.98 -6.35
H 3.75 2.37 -5.95
H 3.51 0.99 -3.82
H 1.50 -0.42 -3.53
H 0.71 0.41 -4.88
H -0.43 2.10 -1.89
H -0.17 0.39 -2.04
H -1.00 1.34 -3.39
H 3.53 -1.08 -5.05
H 2.59 -0.41 -6.16
C -0.56 -2.84 -3.30
C -1.17 -3.20 -1.97
C -1.10 -4.70 -1.62
O -1.73 -4.87 -0.38
C -1.77 -6.23 -0.01
N -0.60 -2.41 -0.87
H -0.90 -1.84 -3.59
H -1.01 -3.54 -4.02
H 0.52 -2.94 -3.35
H -2.24 -2.95 -1.96
H -0.02 -4.91 -1.56
H -1.63 -5.23 -2.41
H -2.33 -6.85 -0.72
H -2.33 -6.38 0.92
H -0.76 -6.62 0.16
H -1.02 -1.49 -0.86
H -0.77 -2.82 0.04
*
```